Run i
# C2H4N2S

A cluster of 2 separate species, C2H4N2S in total (the ωB97M-V functional and the def2-TZVPD basis, the Open Molecules 2025 dataset).

Element x y z (Å)
N: 0.0701 -1.9553 -0.2073
C: -0.7790 -2.1801 0.6650
S: -1.7053 -2.4958 1.8746
H: 0.5178 -1.0857 -0.2212
C: 0.0367 1.6278 -0.5188
N: 1.0254 0.9296 -0.5505
H: -0.9240 1.4099 -0.9053
H: -0.2205 2.6365 0.0252
H: 1.9789 1.1132 -0.1617

**Structure (SMILES)**: N=C=S.C=N
**Charge**: 0
**Spin multiplicity**: 1
**HOMO-LUMO gap**: 10.203 eV


Run ii
# C2H4N2S

The molecule C2H4N2S (the ωB97M-V functional and the def2-TZVPD basis, the Open Molecules 2025 dataset).

Element x y z (Å)
C: -1.6599 -0.4407 0.2696
N: -1.0959 0.7190 0.1867
N: 0.2211 0.9692 0.0386
C: 1.3278 -0.2274 -0.1495
S: -0.0495 -1.5991 -0.0207
H: -2.6383 -0.7795 0.7056
H: 0.2401 1.8651 -0.4802
H: 1.5756 -0.0566 -1.2179
H: 2.0788 -0.4500 0.6679

**Structure (SMILES)**: C1=NNCS1
**Charge**: 0
**Spin multiplicity**: 1
**HOMO-LUMO gap**: 9.144 eV


run i comes first in stability; the runner-up is 38.7 kcal/mol higher.


Run i
# CH4NO3P

A cluster of 4 separate species, CH4NO3P in total (the ωB97M-V functional and the def2-TZVPD basis, the Open Molecules 2025 dataset).

Element x y z (Å)
C: 1.1676 0.1729 -0.3401
N: 1.7487 -0.4497 0.4686
O: -1.4432 -0.2305 0.7381
O: -1.5028 -1.7334 -1.2399
O: 0.6539 0.8041 -1.1742
P: -2.1839 -0.3452 -0.5082
H: 0.4108 2.1530 1.1970
H: 1.8589 -1.3217 0.8798
H: -0.5880 -1.8736 -1.1026
H: -0.1220 2.8241 1.0815

**Charge**: 0
**Spin multiplicity**: 1
**HOMO-LUMO gap**: 10.597 eV


Run ii
# CH4NO3P

A cluster of 2 separate species, CH4NO3P in total (the ωB97M-V functional and the def2-TZVPD basis, the Open Molecules 2025 dataset).

Element x y z (Å)
H: -1.3286 -2.3125 1.1972
N: -1.4522 -1.3825 0.8679
C: -0.5995 -1.0958 0.0275
P: -0.5116 0.5155 -0.8703
O: -1.5951 1.4859 -0.7026
O: 0.4134 0.4680 -2.0013
H: 0.2841 -1.7509 -0.2922
O: 1.3661 1.1054 0.5373
H: 2.0475 1.2589 -0.0671
H: 1.3760 1.7080 1.3037

**Structure (SMILES)**: [H]/N=C/P(=O)=O.O
**Charge**: 0
**Spin multiplicity**: 1
**HOMO-LUMO gap**: 10.501 eV


run ii comes first in stability; the runner-up is 13.1 kcal/mol higher.